Record 1
This record from the Open Molecules 2025 dataset describes a 2-piece molecular cluster, C6H13NO overall. The level of theory is wB97M-V/def2-TZVPD.

Computed properties:
- E_tot (a.u.) = -366.3247
- F_max (eV Å⁻¹) = 2.366
- Kohn-Sham gap (eV) = 9.5

Last column: Löwdin charge in e.
Atoms and positions in Å:
1 H 1.394 -0.253 -0.564  0.10
2 C 1.479 1.971 1.025  -0.18
3 H -1.240 -1.343 -0.681  0.11
4 N 0.685 -2.403 -2.167  0.00
5 H -0.481 1.762 0.809  0.10
6 H 2.478 1.547 1.041  0.10
7 O -2.593 -1.547 3.069  -0.05
8 H 1.998 3.840 1.868  0.05
9 C -0.650 -0.551 -1.164  -0.18
10 H 0.294 3.730 1.374  0.06
11 H -0.005 -3.125 -2.220  0.06
12 H 1.029 -0.425 -2.553  0.10
13 H -2.822 -2.334 3.555  0.02
14 H 1.228 -2.424 -1.364  0.03
15 H -1.560 0.014 -1.412  0.11
16 C 1.257 3.234 1.354  -0.02
17 H -2.987 -0.808 3.538  0.03
18 C 0.361 1.161 0.468  -0.12
19 C 0.169 -1.058 -2.390  -0.28
20 H -0.428 -1.063 -3.303  0.10
21 C 0.394 0.075 -0.284  -0.12

---

Record 2
This record from the Open Molecules 2025 dataset describes an isolated ion of composition C5H4N and charge +1. The level of theory is wB97M-V/def2-TZVPD.

Computed properties:
- E_tot (a.u.) = -247.1029
- F_max (eV Å⁻¹) = 3.872
- net charge = +1
- Kohn-Sham gap (alpha / beta) (eV) = 9.3 / 6.5

Last column: Löwdin charge in e.
Atoms and positions in Å:
1 C -0.913 -1.190 2.013  0.35
2 C 0.253 0.510 -0.728  -0.20
3 C 0.018 -0.927 -0.882  0.16
4 N -0.159 0.957 0.561  0.10
5 C -0.551 -0.061 1.264  -0.19
6 H 1.353 0.703 -0.800  0.16
7 C -0.719 -1.331 0.634  0.11
8 H 0.352 1.751 0.936  0.19
9 H 0.481 -1.724 -1.560  0.14
10 H -0.116 1.312 -1.439  0.17

---

What did the second record say?
This record from the Open Molecules 2025 dataset describes an isolated ion of composition C5H4N and charge +1. The level of theory is wB97M-V/def2-TZVPD.

Computed properties:
- E_tot (a.u.) = -247.1029
- F_max (eV Å⁻¹) = 3.872
- net charge = +1
- Kohn-Sham gap (alpha / beta) (eV) = 9.3 / 6.5

Last column: Löwdin charge in e.
Atoms and positions in Å:
1 C -0.913 -1.190 2.013  0.35
2 C 0.253 0.510 -0.728  -0.20
3 C 0.018 -0.927 -0.882  0.16
4 N -0.159 0.957 0.561  0.10
5 C -0.551 -0.061 1.264  -0.19
6 H 1.353 0.703 -0.800  0.16
7 C -0.719 -1.331 0.634  0.11
8 H 0.352 1.751 0.936  0.19
9 H 0.481 -1.724 -1.560  0.14
10 H -0.116 1.312 -1.439  0.17

---

> E_tot of number 2 (C5H4N)?

-247.1029 a.u.

---

> What is the formula in the first record?

C6H13NO